Entry 1:
27
Properties=species:S:1:pos:R:3 method="wB97M-V/def2-TZVPD" gap_ev=9.112 homo_energy_ev=-8.846 e_lumo_ev=0.2657 smiles="NC(=O)Nc1nc(=O)c2c([nH]1)CCCC2"
N 0.148 2.818 -2.129
C -0.948 2.244 -2.612
O -1.243 2.524 -3.726
N -1.575 1.263 -1.957
C -1.087 0.658 -0.841
N -0.213 1.299 -0.078
C 0.255 0.615 0.988
O 0.792 1.336 1.702
C -0.121 -0.738 1.257
C -1.105 -1.299 0.465
N -1.431 -0.648 -0.671
C -1.733 -2.531 1.056
C -0.710 -3.510 1.599
C 0.072 -2.928 2.679
C 0.611 -1.535 2.334
H 0.450 3.692 -2.537
H 0.217 2.709 -1.078
H -2.217 0.880 -2.541
H -2.157 -1.046 -1.250
H -2.579 -2.337 1.692
H -2.087 -3.123 0.165
H -1.298 -4.353 2.033
H -0.060 -4.026 0.847
H -0.440 -2.930 3.533
H 0.917 -3.581 2.701
H 1.670 -1.652 2.039
H 0.443 -0.966 3.256

***

Entry 2:
26
Properties=species:S:1:pos:R:3 method="wB97M-V/def2-TZVPD" gap_ev="6.423 / 6.421" charge=+1 homo_energy_ev="-12.731 / -12.730" e_lumo_ev="-6.3079 / -6.3090"
C -2.103 0.667 -0.568
N -0.788 1.110 -0.889
N -0.376 2.268 -0.669
C 0.913 2.607 -0.532
C 1.439 4.011 -0.631
N 1.672 1.707 -0.097
N 1.437 0.457 0.013
C 0.395 0.011 0.624
C 0.170 -1.384 0.659
C 0.758 -2.200 -0.223
C 0.626 -3.574 -0.076
C -0.182 -4.047 0.967
N -0.840 -3.224 1.766
C -0.663 -1.933 1.678
H -2.012 -0.349 -0.239
H -2.428 1.233 0.317
H -2.785 0.767 -1.377
H -0.438 0.677 -1.812
H 1.423 4.353 -1.649
H 2.470 3.895 -0.239
H 0.718 4.643 0.088
H -0.377 0.671 1.091
H 1.450 -1.757 -1.079
H 1.296 -4.241 -0.630
H -0.508 -5.130 1.047
H -1.269 -1.235 2.460

***

Entry 3:
23
Properties=species:S:1:pos:R:3 method="wB97M-V/def2-TZVPD" gap_ev=9.915 charge=+1 homo_energy_ev=-12.708 e_lumo_ev=-2.7929 smiles=C[N+]1(C)Cc2ccccc2O1
C -0.941 -2.186 0.103
N -0.806 -0.770 -0.383
C -1.528 -0.262 -1.574
C 0.644 -0.521 -0.641
C 0.940 0.709 0.149
C 2.200 1.279 0.267
C 2.317 2.254 1.309
C 1.207 2.583 2.108
C -0.042 2.015 1.900
C -0.143 1.007 0.945
O -1.166 0.094 0.749
H -1.999 -2.390 -0.095
H -0.301 -2.662 -0.494
H -0.679 -2.383 1.153
H -2.658 -0.443 -1.377
H -1.388 0.795 -1.817
H -1.331 -1.009 -2.317
H 0.646 -0.461 -1.730
H 1.269 -1.457 -0.208
H 2.901 0.883 -0.364
H 3.205 2.801 1.626
H 1.205 3.264 2.919
H -0.717 2.311 2.599

***

Entry 4:
25
Properties=species:S:1:pos:R:3 method="wB97M-V/def2-TZVPD" gap_ev="4.985 / 5.179" homo_energy_ev="-7.035 / -7.155" e_lumo_ev="-2.0498 / -1.9757"
C -3.665 0.006 0.959
C -3.279 0.596 -0.274
C -2.731 -0.026 1.997
C -2.071 1.189 -0.435
C -1.540 0.649 1.810
C -1.180 1.312 0.639
C 2.889 3.039 -0.255
C 0.935 -1.797 -0.254
C 1.831 -0.832 -0.980
N 2.919 1.796 -0.597
O -0.031 1.919 0.476
P 2.373 0.474 0.233
S 3.467 -0.147 1.691
H -4.670 -0.469 0.870
H -4.067 0.543 -1.000
H -2.992 -0.141 3.060
H -1.680 1.450 -1.451
H -0.810 0.690 2.628
H 3.454 3.834 -0.797
H 2.221 3.386 0.631
H 1.407 -2.178 0.665
H -0.020 -1.334 0.100
H 0.691 -2.534 -1.101
H 1.360 -0.185 -1.783
H 2.828 -1.118 -1.335

***

Entry 5:
22
Properties=species:S:1:pos:R:3 method="wB97M-V/def2-TZVPD" gap_ev=9.220 homo_energy_ev=-8.963 e_lumo_ev=0.2571
C -0.188 -0.305 1.458
C 0.432 -1.532 2.119
C -0.894 0.587 2.468
C 1.305 0.942 -2.509
C 0.787 0.444 0.503
C -0.084 0.066 -0.640
C 0.015 0.324 -2.061
C -0.950 -0.583 0.177
C -0.983 0.034 -2.892
O 1.770 1.100 0.669
H -1.870 -1.116 0.014
H -0.322 -2.095 2.659
H 0.877 -2.184 1.372
H 1.204 -1.225 2.821
H -1.740 0.060 2.909
H -1.258 1.494 1.996
H -0.203 0.869 3.257
H 1.268 1.219 -3.558
H 1.520 1.825 -1.908
H 2.125 0.243 -2.357
H -1.902 -0.406 -2.547
H -0.910 0.240 -3.952

***

Entry 6:
23
Properties=species:S:1:pos:R:3 method="wB97M-V/def2-TZVPD" gap_ev=8.682 homo_energy_ev=-8.145 e_lumo_ev=0.5370 smiles=CCc1ccc(O)c(OC)c1
C 0.615 3.065 -1.892
C 0.439 2.478 -0.548
C 0.167 0.948 -0.389
C 0.856 -0.014 -1.152
C 0.496 -1.399 -1.019
C -0.466 -2.004 -0.078
O -0.639 -3.303 0.070
C -1.070 -0.926 0.730
O -1.776 -1.433 1.770
C -0.799 -1.954 2.665
C -0.821 0.465 0.544
H 1.360 2.408 -2.422
H 1.255 3.897 -1.789
H -0.400 3.247 -2.351
H 1.423 2.681 0.056
H -0.267 2.980 0.153
H 1.449 0.212 -2.026
H 1.126 -2.221 -1.610
H 0.050 -4.009 -0.260
H 0.035 -1.160 2.908
H -0.229 -2.739 2.068
H -1.354 -2.359 3.492
H -1.449 1.141 1.078

***

Across the entries above, total energy takes the values -719.64069, -623.46921, -479.77432, -1219.56417, -425.31692, -500.51526 Eh, respectively.
Across the entries above, molar mass takes the values 208.2, 190.2, 150.2, 213.2, 136.2, 152.2 g mol⁻¹, respectively.
Across the entries above, energy relative to the best compared isomer or geometry (same formula, charge and spin) takes the values 0.000, 5.908, 2.199, 3.761, 1.465, 2.888 eV, respectively.